Computed, not measured: a single C10H10O2S2 molecule at a distorted geometry, with ωB97M-V/def2-TZVPD.

Each line ends with the natural charge from an NBO analysis.
Geometry (Å):
C: 3.62654 0.27140 0.06612  -0.199
C: 2.81187 1.37555 0.09840  -0.201
C: 3.09673 -1.04294 -0.08434  -0.210
C: 1.40305 1.25807 0.04807  -0.172
C: 1.73644 -1.16322 0.04741  -0.199
C: 0.88591 -0.02259 0.09971  -0.090
C: -0.81239 -0.65303 1.76853  0.413
C: -2.68269 -0.53184 -1.46603  -0.513
C: -3.19747 0.31353 -0.28244  -0.567
C: -0.57597 -0.24370 0.35082  -0.411
O: -1.80671 -0.32914 2.36781  -0.520
O: -1.37991 1.98634 -0.99028  -0.993
S: -1.49780 -1.66790 -0.62247  0.188
S: -1.62898 1.32261 0.26431  1.297
H: 4.74302 0.26671 0.08046  0.220
H: 3.18613 2.31610 0.11040  0.210
H: 3.60608 -1.98895 -0.09096  0.224
H: 0.86708 2.11833 0.07306  0.223
H: 1.16370 -2.16037 -0.00853  0.219
H: -0.03941 -1.34958 2.14279  0.131
H: -3.56043 -0.96908 -1.90750  0.244
H: -2.21805 0.06217 -2.12728  0.231
H: -4.00578 0.98261 -0.51428  0.230
H: -3.72098 -0.15109 0.57623  0.242

The value obtained for the gap between HOMO and LUMO is 9.34 eV. The energy above the lowest of the compared OMol25 structures with the same formula, charge and spin comes out at 1.674 eV. Its largest force on an atom is 4.974 eV/Å. As for the total charge: 0. Its HOMO energy is -9.19 eV. For the lowest unoccupied orbital energy, the calculation gives 0.15 eV.